Record 1
# H2KO

A structure of composition H2KO in a non-equilibrium geometry (the ωB97M-V functional and the def2-TZVPD basis, OMol25).

Last column: Mulliken charge in e.
CARTESIAN COORDINATES (ANGSTROEM)
O: 0.2958 -2.2294 -2.0731  -0.69
H: 1.0086 -2.8330 -1.7634  0.38
H: 0.4106 -2.1905 -3.0496  0.35
K: 0.0853 -0.5838 -0.5402  0.97

Cartesian forces (eV/Å) of the 2 atoms listed first:
1.22 -1.45 -1.64
-0.68 0.22 -0.54

Summary:
LUMO energy	-4.3	eV
total energy	-676.17127	Eh
ΔE to the lowest compared entry with this formula, charge and spin	32.75	kJ/mol
HOMO	-17.374	eV
HOMO-LUMO gap	13.12	eV
total charge	+1

---

Record 2
# C21H25FN4O3S2

The molecule C21H25FN4O3S2 in a non-equilibrium geometry (the ωB97M-V functional and the def2-TZVPD basis, OMol25).

Last column: Mulliken charge in e.
CARTESIAN COORDINATES (ANGSTROEM)
O: -2.9433 -2.1127 -1.2643  -0.74
S: -3.6485 -0.8659 -1.2158  1.39
O: -4.5685 -0.5591 -2.2751  -0.73
C: -2.4670 0.4598 -1.0539  -0.24
C: -1.4663 0.3279 -0.1092  -0.71
C: -0.5197 1.3223 0.0269  -0.31
C: -0.5652 2.4512 -0.7974  -0.26
N: 0.3889 3.4549 -0.7104  -0.12
C: 1.5879 3.4044 -0.0226  0.16
S: 2.0046 4.6996 0.9135  -0.39
N: 2.3701 2.3202 -0.1830  0.21
C: 2.3409 1.4482 -1.3390  -1.23
C: 2.4890 -0.0188 -0.9231  -0.77
N: 3.7028 -0.1629 -0.1527  0.22
C: 4.3201 -1.4082 -0.0854  0.12
C: 3.6886 -2.5940 -0.4698  -0.18
C: 4.3538 -3.8064 -0.4494  -0.86
C: 5.6710 -3.8838 -0.0358  -0.42
C: 6.3266 -2.7265 0.3492  -0.60
C: 5.6587 -1.5220 0.3106  0.49
F: 6.3529 -0.4079 0.6608  -0.31
C: 3.6913 0.6894 1.0202  -0.53
C: 3.5792 2.1505 0.5923  -0.98
C: -1.6074 2.5870 -1.7193  -0.69
C: -2.5525 1.5884 -1.8481  -0.18
N: -4.4078 -0.7855 0.2894  0.08
C: -5.0960 -2.0119 0.6525  -0.55
C: -5.5997 -1.8683 2.0884  -0.63
O: -6.4557 -0.7559 2.2135  -0.38
C: -5.8044 0.4329 1.8393  -0.71
C: -5.2889 0.3591 0.3996  -0.44
H: -1.4491 -0.5566 0.5066  0.51
H: 0.2468 1.2501 0.7823  0.78
H: 0.0483 4.3979 -0.8462  0.34
H: 1.4206 1.5827 -1.9044  0.39
H: 3.1925 1.7102 -1.9816  0.45
H: 2.5639 -0.6221 -1.8290  0.66
H: 1.5979 -0.3355 -0.3593  0.38
H: 2.6553 -2.5724 -0.7772  0.40
H: 3.8288 -4.6996 -0.7518  0.39
H: 6.1875 -4.8301 -0.0152  0.38
H: 7.3579 -2.7398 0.6649  0.43
H: 4.6041 0.5576 1.5956  0.49
H: 2.8346 0.4356 1.6675  0.20
H: 3.5366 2.8044 1.4639  0.51
H: 4.4525 2.4225 -0.0113  0.24
H: -1.6601 3.4731 -2.3337  0.44
H: -3.3558 1.6588 -2.5643  0.51
H: -4.3816 -2.8289 0.5575  0.43
H: -5.9466 -2.1928 -0.0201  0.33
H: -6.1869 -2.7397 2.3806  0.36
H: -4.7400 -1.7559 2.7655  0.33
H: -6.5405 1.2313 1.9441  0.35
H: -4.9547 0.6227 2.5129  0.34
H: -4.7161 1.2544 0.1510  0.37
H: -6.1315 0.2664 -0.3000  0.30

Cartesian forces (eV/Å) of the 2 atoms listed first:
0.07 -0.08 0.23
0.16 0.22 0.34

Summary:
LUMO energy	0.2	eV
structure (SMILES)	O=S(=O)(c1ccc(NC(=S)N2CCN(c3ccccc3F)CC2)cc1)N1CCOCC1
total energy	-2156.19813	Eh
ΔE to the lowest compared entry with this formula, charge and spin	0.00	kJ/mol
HOMO	-8.338	eV
HOMO-LUMO gap	8.51	eV

---

Record 3
# C5H13N3

A cluster of 2 separate species, C5H13N3 in total (the ωB97M-V functional and the def2-TZVPD basis, OMol25).

Last column: Mulliken charge in e.
CARTESIAN COORDINATES (ANGSTROEM)
C: -1.7229 1.4994 1.4075  -0.57
C: -1.1306 2.2899 0.5189  -0.06
N: 0.2331 2.2210 0.1771  -0.38
C: 1.0674 2.4124 1.1046  -0.39
H: -1.2315 0.6165 1.7919  0.18
H: -2.7740 1.6442 1.6215  0.27
H: -1.6980 3.0047 -0.0674  0.35
H: 2.1273 2.3845 0.8716  0.27
H: 0.7423 2.5964 2.1324  0.33
N: 1.6635 -1.1556 -2.0614  -0.63
C: 0.6642 -0.8578 -1.0459  -0.16
C: -0.1186 -2.1318 -0.7217  -0.56
N: -0.9217 -1.9372 0.4923  -0.45
H: 2.4469 -1.6967 -1.7230  0.20
H: 2.0267 -0.3267 -2.5121  0.24
H: -0.0220 -0.1218 -1.4607  0.29
H: 1.0568 -0.4329 -0.1161  0.13
H: -0.8162 -2.3333 -1.5341  0.28
H: 0.5802 -2.9747 -0.6751  0.27
H: -1.7591 -2.5030 0.4705  0.21
H: -0.4139 -2.1975 1.3291  0.20

Cartesian forces (eV/Å) of the 2 atoms listed first:
-0.21 -0.03 -0.36
0.04 -0.18 0.11

Summary:
LUMO energy	1.1	eV
structure (SMILES)	C=CN=C.NCCN
total energy	-362.50731	Eh
ΔE to the lowest compared entry with this formula, charge and spin	196.83	kJ/mol
HOMO	-8.941	eV
HOMO-LUMO gap	10.03	eV

---

Record 4
# C5H7N3O

A structure of composition C5H7N3O in a non-equilibrium geometry (the ωB97M-V functional and the def2-TZVPD basis, OMol25).

Last column: Mulliken charge in e.
CARTESIAN COORDINATES (ANGSTROEM)
C: -0.5851 2.0546 -1.1676  -1.14
C: -0.6488 0.6962 -0.5915  -0.56
C: 0.3068 0.0208 -0.0810  0.68
C: 2.2295 -0.4213 0.9503  0.00
C: -0.7795 -1.8259 0.5900  0.23
H: -0.8305 2.3343 -2.2123  0.31
H: 0.4168 2.3096 -0.8575  0.33
H: -0.9759 2.7539 -0.3002  0.24
H: -1.7698 0.3876 0.1628  0.20
H: 3.1358 -0.3785 1.5655  0.44
H: -0.8867 -2.6496 1.5039  0.26
H: -1.4280 -1.3332 -1.3339  0.33
N: 1.5029 -1.3177 1.4810  -0.67
N: 0.2591 -1.0392 0.7452  0.45
N: -1.7087 -1.8913 -0.2914  -0.68
O: 1.7620 0.2998 -0.1632  -0.41

Cartesian forces (eV/Å) of the 2 atoms listed first:
0.61 1.88 2.70
-6.22 1.00 1.63

Summary:
LUMO energy	0.7	eV
total energy	-434.01337	Eh
ΔE to the lowest compared entry with this formula, charge and spin	606.33	kJ/mol
HOMO	-8.203	eV
HOMO-LUMO gap	8.91	eV